C22H32N4O4S | ωB97M-V/def2-TZVPD

The energy above the lowest of the compared OMol25 structures with the same formula, charge and spin comes out at 0.6017 eV. Its LUMO energy is -0.03 eV. As for the SMILES: CCCCN(CC)C(=O)Cn1cnc2ccc(S(=O)(=O)N3CCC(C)CC3)cc2c1=O. As for the maximum force: 0.0206 Eh/bohr. The value obtained for the HOMO energy is -9.10 eV.

Positions of all 63 atoms, in Å:
C -8.056043 -2.564831 0.318987
C -6.814726 -1.937233 -0.303201
C -6.983588 -0.430252 -0.479293
H -7.145839 0.037087 0.492471
C -5.778876 0.238624 -1.144708
N -4.563782 0.102326 -0.351049
C -4.462851 0.891719 0.732900
O -5.324728 1.696296 1.038546
C -3.214932 0.759809 1.620689
N -2.026080 1.289482 0.982027
C -2.008982 2.587050 0.578263
N -1.036588 3.178015 -0.003939
C 0.100189 2.454064 -0.250124
C 1.178438 3.072451 -0.897028
C 2.322087 2.353590 -1.159241
C 2.406313 1.016687 -0.782419
C 1.367722 0.384906 -0.145402
C 0.201101 1.100561 0.131312
C -0.921185 0.453356 0.802235
O -0.948803 -0.702484 1.175268
H 1.444596 -0.652992 0.136620
S 3.882742 0.067320 -1.153943
O 4.866273 0.967496 -1.693794
O 3.509721 -1.068418 -1.943590
N 4.257808 -0.479011 0.381695
C 4.910139 -1.770902 0.448195
C 6.403925 -1.666627 0.148398
H 6.527651 -1.319584 -0.879848
H 6.865989 -2.651102 0.240449
C 7.068279 -0.672308 1.103637
C 8.558819 -0.539012 0.808009
H 9.055851 -1.501323 0.907503
H 8.710208 -0.176336 -0.205939
H 9.024205 0.162110 1.497137
C 6.363035 0.679680 0.974153
C 4.862885 0.528578 1.226310
H 4.342599 1.468371 1.026976
H 4.677290 0.240509 2.267151
H 6.505380 1.066339 -0.035957
H 6.779249 1.396426 1.684516
H 6.942434 -1.038357 2.130611
H 4.409913 -2.408106 -0.281483
H 4.745207 -2.174619 1.452969
H 3.170809 2.795779 -1.657799
H 1.080163 4.108366 -1.178807
H -2.912597 3.151751 0.770129
H -3.013009 -0.279124 1.891870
H -3.424070 1.332098 2.529811
C -3.541676 -0.789874 -0.857148
C -2.734114 -0.154012 -1.990766
H -3.362783 0.035902 -2.857478
H -2.298024 0.792312 -1.679154
H -1.929932 -0.822505 -2.285561
H -2.869902 -1.092729 -0.055123
H -4.034884 -1.691661 -1.229530
H -5.597366 -0.199867 -2.126175
H -5.992030 1.305089 -1.262372
H -7.862122 -0.233075 -1.096656
H -5.954077 -2.135822 0.339133
H -6.625902 -2.399984 -1.275646
H -7.920954 -3.636290 0.446143
H -8.255474 -2.124974 1.293321
H -8.925070 -2.400722 -0.314258

Atoms 1-3, force components in eV/Å:
0.242 -0.027 -0.090
-0.261 0.186 0.047
0.330 -0.172 -0.127

H28O14 | ωB97M-V/def2-TZVPD

Its expectation value of S² is 0.7564. The energy above the lowest of the compared OMol25 structures with the same formula, charge and spin comes out at 0.5971 eV. Its LUMO energy (spin up / spin down) is -3.41 / -9.99 eV. As for the maximum force: 0.0435 Eh/bohr. The spin multiplicity is 2. The value obtained for the HOMO energy (spin up / spin down) is -13.93 / -12.98 eV. As for the total charge: +1.

Positions of all 42 atoms, in Å:
O 38.780170 31.251590 4.284330
H 39.177320 32.105990 4.115500
H 37.994950 31.239580 3.737050
O 35.318050 32.575550 4.485550
H 35.758390 33.425380 4.474190
H 34.520040 32.711890 3.974850
O 36.497390 30.433350 3.244640
H 36.060460 31.264800 3.429060
H 35.980270 29.780630 3.716610
O 41.029020 29.634620 4.612550
H 41.651260 29.878040 5.297970
H 40.315010 30.265900 4.701400
O 36.998250 33.378650 7.399320
H 37.318630 34.045760 8.006400
H 36.051390 33.362230 7.538670
O 36.141450 27.454450 7.701830
H 35.688700 28.010070 8.336290
H 35.921710 27.833660 6.850860
O 35.186860 28.401340 4.502160
H 34.261230 28.172720 4.417370
H 35.188610 29.207780 5.017800
O 35.002630 31.517650 8.615590
H 34.272580 31.386260 9.220570
H 34.699810 31.142010 7.788890
O 33.900100 30.382830 6.052790
H 33.027070 30.262170 6.426290
H 33.942430 31.314590 5.837690
O 38.875790 28.557810 7.661440
H 39.176960 27.979600 6.960580
H 38.161030 29.058890 7.268670
O 37.579160 31.135680 9.759930
H 36.785450 31.375330 9.281560
H 37.356330 30.314580 10.198530
O 39.637820 32.364460 7.658720
H 38.774900 32.266610 7.256200
H 39.481460 32.240110 8.594840
O 38.767180 28.674520 2.861060
H 38.236800 29.448240 3.051580
H 39.384660 28.621290 3.590520
O 36.993370 30.062930 6.199340
H 36.382660 30.739130 6.492640
H 37.680520 30.543880 5.738100

Atoms 1-3, force components in eV/Å:
0.492 0.450 0.775
0.390 0.332 0.118
-0.726 -0.477 -0.441

C26H49NO4Si2Tb | ωB97M-V/def2-TZVPD

Its expectation value of S² is 12.1872. The energy above the lowest of the compared OMol25 structures with the same formula, charge and spin comes out at 0.0000 eV. Its LUMO energy (spin up / spin down) is -3.57 / -3.40 eV. As for the maximum force: 0.0428 Eh/bohr. The spin multiplicity is 7. The value obtained for the HOMO energy (spin up / spin down) is -11.36 / -11.42 eV. As for the total charge: +1.

Positions of all 83 atoms, in Å:
O -0.057311 1.484404 -2.123791
O -1.621214 1.044323 -4.911198
C -0.327046 2.946930 -2.078016
C 0.820064 3.719112 -1.475151
H -1.242005 3.050028 -1.478283
H -0.561123 3.241829 -3.109629
H 1.058487 3.378793 -0.461153
H 0.533894 4.770185 -1.407419
H 1.717583 3.659666 -2.095683
C 1.292604 1.097440 -2.587090
C 1.602454 1.625182 -3.963908
H 1.308762 0.000025 -2.570477
H 2.010095 1.461580 -1.839305
H 0.794592 1.410259 -4.666282
H 2.510620 1.136377 -4.334915
H 1.790124 2.703109 -3.953191
C -1.788725 -0.192664 -5.654604
C -1.891114 2.227176 -5.698307
C -0.468941 -0.903763 -5.839072
H -2.241365 0.011782 -6.641863
H -2.491946 -0.810010 -5.077764
H 0.231104 -0.292566 -6.420823
H -0.637406 -1.831837 -6.392105
H -0.018272 -1.161102 -4.875015
C -0.994925 2.355852 -6.911232
H -1.745356 3.069864 -5.008916
H -2.953018 2.210333 -6.006503
H 0.063898 2.289623 -6.642821
H -1.164521 3.334429 -7.363718
H -1.228966 1.601279 -7.666557
H -1.834370 0.898334 -3.000941
Tb -0.962176 0.103543 -0.397771
C -2.624118 0.493599 -2.263054
Si -4.355348 0.967132 -2.821605
H -2.510385 -0.602248 -2.149182
H -2.613725 1.068044 -1.279873
C -4.328464 2.824484 -3.062939
C -5.545219 0.581626 -1.433043
C -4.969735 0.118820 -4.368327
C -2.147610 1.723779 0.917507
Si -2.451234 0.736646 2.455939
H -3.104662 2.149035 0.567869
H -1.503705 2.587709 1.166186
C -4.282357 0.425936 2.735031
C -1.798106 1.649220 3.962207
C -1.589575 -0.949557 2.361363
H -6.017088 0.412301 -4.532074
H -4.941491 -0.973333 -4.258318
H -4.404586 0.384157 -5.270375
H -4.169939 3.340086 -2.106838
H -5.302355 3.139131 -3.460686
H -3.553024 3.151870 -3.765408
H -5.102405 0.721609 -0.439231
H -5.900806 -0.453474 -1.511305
H -6.413344 1.247695 -1.519794
H -1.848646 2.734939 3.801601
H -0.755403 1.386996 4.182885
H -2.405968 1.409179 4.845619
H -0.613152 -0.910703 2.862302
H -1.459836 -1.451502 1.374769
H -2.233547 -1.626491 2.941257
H -4.506826 0.419789 3.811097
H -4.593184 -0.541267 2.318417
H -4.886290 1.213951 2.266286
O 0.906477 -3.086203 -2.187561
C 0.459001 -2.432792 -1.256010
O -0.771278 -1.946984 -1.149083
C 1.381078 -2.063905 -0.107453
C 2.410766 -2.925540 0.269605
C 3.167393 -2.593871 1.375988
C 2.918360 -1.393904 2.067833
C 3.581303 -1.064010 3.273512
C 3.293165 0.107011 3.951257
C 2.358160 1.021234 3.423729
C 1.712101 0.749338 2.220904
C 1.927797 -0.482798 1.558368
N 1.148080 -0.865196 0.484974
H 2.558311 -3.818391 -0.327925
H 3.954103 -3.261017 1.726034
H 4.321217 -1.776644 3.650768
H 3.799988 0.326596 4.888768
H 2.150547 1.945601 3.960186
H 1.024654 1.484228 1.788001

Atoms 1-3, force components in eV/Å:
1.265 0.624 0.466
-0.051 0.144 -1.181
0.019 -0.875 -0.273

C4H16N2NiO11V | ωB97M-V/def2-TZVPD

Its expectation value of S² is 3.7970. The energy above the lowest of the compared OMol25 structures with the same formula, charge and spin comes out at 4.4007 eV. Its LUMO energy (spin up / spin down) is -10.41 / -12.15 eV. As for the maximum force: 0.1097 Eh/bohr. The spin multiplicity is 4. The value obtained for the HOMO energy (spin up / spin down) is -14.82 / -14.82 eV. As for the total charge: +2.

Positions of all 35 atoms, in Å:
Ni 8.349010 -6.846240 7.125400
O 8.955870 -13.288230 10.749670
V 7.901890 -12.512780 9.923590
N 8.951090 -9.810350 8.244690
O 8.761580 -8.643160 8.472560
O 9.360050 -10.062400 7.086280
O 8.925370 -10.629450 9.185640
N 5.837260 -11.637570 7.250310
O 6.385310 -11.947030 8.320550
O 6.421760 -10.899070 6.413340
O 4.713510 -12.051240 7.049030
C 10.956860 -9.627480 11.919490
O 10.397440 -10.612800 12.714330
H 12.023940 -9.518620 12.113390
H 10.933900 -10.011170 10.899510
H 10.395350 -8.717870 12.132580
H 10.981890 -11.373760 12.745520
C 8.914910 -4.980110 9.554460
O 9.556340 -5.898680 8.640850
H 9.596310 -4.346790 10.122530
H 8.225320 -4.260220 9.113640
H 8.460610 -5.630420 10.302000
H 10.501470 -5.844390 8.800190
C 12.603170 -11.827340 8.715670
O 12.848370 -11.573050 10.160450
H 11.534420 -11.851830 8.502910
H 13.091360 -11.127500 8.037450
H 13.012370 -12.815950 8.507550
H 12.355040 -12.175270 10.722190
C 6.395290 -9.864730 10.893320
O 6.783110 -11.209800 11.288770
H 7.112160 -9.134360 11.268510
H 6.360250 -9.790220 9.806430
H 5.425740 -9.609410 11.320960
H 6.095610 -11.533200 11.875580

Atoms 1-3, force components in eV/Å:
1.099 -0.308 1.045
-1.786 1.029 -1.461
1.665 2.570 1.055

H4O2 | ωB97M-V/def2-TZVPD

The energy above the lowest of the compared OMol25 structures with the same formula, charge and spin comes out at 0.2753 eV. Its LUMO energy is 0.95 eV. As for the SMILES: O.O. As for the maximum force: 0.0316 Eh/bohr. The value obtained for the HOMO energy is -11.16 eV.

Positions of all 6 atoms, in Å:
H -2.424399 -0.503104 -0.011543
H -1.763966 0.875539 -0.251908
H 2.557623 0.244237 -0.112655
H 1.238232 0.259399 0.782867
O -1.567328 -0.031210 0.019478
O 1.616392 -0.078299 -0.070323

Atoms 1-3, force components in eV/Å:
0.725 0.468 0.016
0.002 -0.271 0.021
-1.544 -0.433 0.277

C7H9O2 | ωB97M-V/def2-TZVPD

The energy above the lowest of the compared OMol25 structures with the same formula, charge and spin comes out at 0.0251 eV. Its LUMO energy is 3.67 eV. As for the SMILES: C=C1[C@H](C(=O)[O-])C1(C)C. As for the maximum force: 0.0220 Eh/bohr. The value obtained for the HOMO energy is -4.06 eV. As for the total charge: -1.

Positions of all 18 atoms, in Å:
C -0.178570 0.953957 -0.876696
C 0.428279 1.297001 -1.991182
C -1.223756 2.477481 1.044906
C -1.210153 1.171821 0.114443
C -0.198360 0.050480 0.289954
C 0.884962 0.187909 1.339146
C -0.648035 -1.385275 0.079916
O -1.325412 3.538919 0.430323
O -1.174971 2.249818 2.254647
H 1.315878 0.784577 -2.339848
H 0.079180 2.120324 -2.595260
H -2.233441 0.902046 -0.131595
H 0.553542 -0.240132 2.284531
H 1.105311 1.237871 1.506665
H 1.797738 -0.322985 1.020347
H -1.095231 -1.780194 0.993479
H 0.199725 -2.020290 -0.187727
H -1.385120 -1.444801 -0.719781

Atoms 1-3, force components in eV/Å:
-0.047 -0.131 0.080
0.129 0.028 -0.198
0.055 -0.868 -0.727

- What is the energy above the lowest of the compared OMol25 structures with the same formula, charge and spin in the second record?
  0.5971 eV

- Which formula does entry 4 have?
  C4H16N2NiO11V

- Which value of energy above the lowest of the compared OMol25 structures with the same formula, charge and spin does entry 4 give?
  4.4007 eV

- Which value of energy above the lowest of the compared OMol25 structures with the same formula, charge and spin does entry 4 give?
  4.4007 eV